# 1
C42H47Cl2GaN4O2 as an isolated structure at a distorted geometry. Source: the Open Molecules 2025 dataset; level of theory: wB97M-V/def2-TZVPD.

Kohn-Sham gap	5.570	eV
2S+1	1
energy above the lowest of the compared OMol25 structures with the same formula, charge and spin	0.8721	eV
HOMO	-0.224	Eh
maximum force	1.26	eV Å⁻¹

Each line ends with the Löwdin charge.
Geometry (Å):
Ga: -0.100 -0.398 0.076  0.5100
C: -1.212 -2.342 3.366  -0.0164
C: -1.463 -0.953 3.877  -0.2156
C: -2.436 -0.768 4.854  -0.0485
C: -2.714 0.480 5.385  -0.0811
C: -1.987 1.571 4.948  -0.0522
C: -1.001 1.431 3.979  -0.1968
C: -0.205 2.648 3.579  -0.0294
C: -0.752 0.167 3.419  -0.1980
N: 0.215 0.104 2.376  0.1198
C: 1.457 0.045 2.646  -0.2466
C: 1.983 -0.167 4.036  0.0109
C: 2.445 0.202 1.539  -0.2217
C: 3.897 0.272 1.909  0.0155
N: 2.021 0.322 0.343  0.1277
C: 2.931 0.433 -0.749  -0.1967
C: 3.693 -0.658 -1.191  -0.1926
C: 3.627 -2.007 -0.531  -0.0397
C: 4.550 -0.469 -2.273  -0.0428
C: 4.674 0.760 -2.895  -0.0916
C: 3.909 1.828 -2.450  -0.0605
C: 3.028 1.674 -1.392  -0.2094
C: 2.173 2.817 -0.928  -0.0299
H: -1.676 -3.073 4.028  0.0876
H: -0.149 -2.560 3.300  0.0587
H: -1.635 -2.470 2.368  0.0746
H: -2.980 -1.635 5.209  0.1131
H: -3.476 0.595 6.146  0.1043
H: -2.168 2.551 5.375  0.1124
H: -0.851 3.526 3.561  0.0830
H: 0.245 2.522 2.599  0.0438
H: 0.592 2.841 4.302  0.0911
H: 1.166 -0.400 4.713  0.0916
H: 2.494 0.725 4.404  0.0942
H: 2.692 -0.995 4.049  0.0844
H: 4.047 0.986 2.720  0.0912
H: 4.498 0.575 1.056  0.0926
H: 4.246 -0.705 2.250  0.0976
H: 2.706 -2.119 0.038  0.0160
H: 4.474 -2.146 0.147  0.0833
H: 3.671 -2.796 -1.281  0.0932
H: 5.130 -1.314 -2.622  0.1155
H: 5.359 0.887 -3.723  0.1052
H: 3.989 2.790 -2.941  0.1119
H: 2.361 3.711 -1.521  0.0871
H: 2.360 3.047 0.123  0.0820
H: 1.124 2.534 -1.032  0.0538
C: -2.470 3.145 -0.574  0.0148
C: -1.194 2.929 0.186  -0.4406
C: -0.446 4.182 0.555  -0.0191
O: -0.775 1.821 0.455  -0.0057
H: -2.926 4.105 -0.341  0.0899
H: -3.158 2.325 -0.385  0.0637
H: -2.220 3.130 -1.639  0.1033
H: -1.073 4.801 1.199  0.0949
H: -0.246 4.753 -0.354  0.1010
H: 0.492 3.957 1.054  0.0639
Cl: 2.332 -3.656 2.238  0.6715
C: 1.003 -4.258 1.283  -0.5965
C: 0.814 -5.619 1.212  -0.1446
C: -0.208 -6.140 0.430  -0.1294
C: -1.029 -5.269 -0.270  -0.1434
C: -0.846 -3.906 -0.183  -0.5949
Cl: -1.893 -2.843 -1.061  0.7402
C: 0.201 -3.290 0.588  -0.5014
N: 0.510 -2.008 0.720  -0.0558
H: 1.461 -6.276 1.778  0.0951
H: -0.346 -7.209 0.352  0.0906
H: -1.823 -5.658 -0.895  0.0968
N: 0.935 0.554 -9.738  0.1533
C: 0.786 0.520 -8.598  -0.1898
C: 0.600 0.475 -7.182  -0.2356
C: -0.685 0.360 -6.650  -0.0209
C: -0.868 0.301 -5.283  -0.0114
C: 0.229 0.360 -4.418  -0.2207
C: 1.514 0.480 -4.958  -0.0037
C: 1.700 0.536 -6.325  -0.0157
C: 0.058 0.278 -3.004  -0.0722
C: -0.104 0.216 -1.805  -0.0110
H: -1.533 0.314 -7.320  0.1200
H: -1.865 0.202 -4.876  0.1044
H: 2.363 0.521 -4.289  0.0958
H: 2.696 0.625 -6.737  0.1203
C: -4.389 0.655 1.828  -0.0509
C: -3.495 -0.378 1.153  -0.2663
O: -3.082 -0.046 -0.162  -0.2551
C: -4.134 -0.127 -1.113  -0.2870
C: -3.594 0.120 -2.505  -0.0750
H: -4.555 0.345 2.860  0.0733
H: -5.357 0.752 1.336  0.0703
H: -3.899 1.630 1.841  0.0734
H: -3.990 -1.358 1.146  0.1273
H: -2.574 -0.458 1.726  0.0769
H: -4.906 0.616 -0.874  0.1126
H: -4.595 -1.121 -1.056  0.1190
H: -3.138 1.108 -2.564  0.0611
H: -4.402 0.051 -3.234  0.0840
H: -2.828 -0.615 -2.741  0.0463

---

# 2
An isolated ion of composition C2H3F2O2Si and charge -1 at a distorted geometry. Source: the Open Molecules 2025 dataset; level of theory: wB97M-V/def2-TZVPD.

Kohn-Sham gap	9.423	eV
2S+1	1
energy above the lowest of the compared OMol25 structures with the same formula, charge and spin	5.0273	eV
charge	-1
HOMO	-0.196	Eh
maximum force	3.99	eV Å⁻¹

Each line ends with the Löwdin charge.
Geometry (Å):
C: 0.062 1.748 0.381  -0.5049
C: -0.638 0.640 -0.153  -0.4506
O: 0.624 2.853 0.340  0.0399
O: -0.132 0.811 1.311  -0.0185
F: 0.961 -2.654 -0.263  -0.3968
F: -1.957 0.856 -0.161  0.0254
Si: 0.248 -1.157 -0.272  0.3479
H: -0.774 -1.545 0.689  -0.0167
H: 1.606 -0.311 -0.027  0.0167
H: 0.001 -1.241 -1.847  -0.0423

---

# 3
A 6-piece molecular cluster, C6H24 overall at a distorted geometry. Source: the Open Molecules 2025 dataset; level of theory: wB97M-V/def2-TZVPD.

Kohn-Sham gap (spin up / spin down)	1.716 / 13.060	eV
2S+1	2
⟨S²⟩	0.750
charge	-1
HOMO (spin up / spin down)	0.045 / -0.369	Eh
maximum force	1.87	eV Å⁻¹

Each line ends with the Löwdin charge.
Geometry (Å):
C: -5.019 3.801 -1.294  -0.1559
H: -4.108 3.348 -1.681  -0.0013
H: -5.225 4.793 -1.692  0.0022
H: -5.824 3.107 -1.528  -0.0010
H: -4.895 3.931 -0.218  0.0017
C: -4.718 -0.831 -3.750  -0.1411
H: -5.146 -1.718 -3.287  0.0047
H: -5.416 -0.148 -4.229  0.0011
H: -4.216 -0.226 -2.995  -0.0047
H: -4.003 -1.219 -4.477  0.0045
C: -2.143 -1.531 3.164  -0.2365
H: -2.612 -0.825 3.860  -0.0058
H: -1.080 -1.629 3.354  -0.0156
H: -2.717 -2.447 3.324  -0.0032
H: -2.383 -1.121 2.183  -0.0222
C: 1.607 3.166 3.543  -0.1927
H: 1.659 3.525 2.519  0.0006
H: 1.947 2.136 3.633  -0.0147
H: 2.132 3.754 4.294  -0.0007
H: 0.542 3.212 3.792  -0.0059
C: 5.184 -2.784 1.410  -0.1470
H: 4.582 -3.166 2.233  0.0003
H: 4.893 -1.755 1.215  -0.0027
H: 6.190 -2.668 1.848  0.0049
H: 5.322 -3.458 0.573  0.0010
C: 5.071 -1.849 -3.143  -0.0968
H: 6.019 -1.685 -2.631  0.0057
H: 4.528 -2.670 -2.685  0.0062
H: 4.510 -0.919 -3.164  0.0093
H: 5.320 -2.125 -4.171  0.0056

---

# 4
A 2-piece molecular cluster, C3H9NOS overall at a distorted geometry. Source: the Open Molecules 2025 dataset; level of theory: wB97M-V/def2-TZVPD.

Kohn-Sham gap	9.739	eV
2S+1	1
energy above the lowest of the compared OMol25 structures with the same formula, charge and spin	0.9604	eV
HOMO	-0.336	Eh
maximum force	1.58	eV Å⁻¹

Each line ends with the Löwdin charge.
Geometry (Å):
N: 3.384 -0.775 0.529  0.1055
C: 3.967 -1.107 1.724  -0.4158
O: 4.479 -0.305 2.466  0.0191
H: 2.496 -1.199 0.321  0.0868
H: 3.493 0.161 0.232  0.0815
H: 3.981 -2.175 1.987  0.1230
C: -1.530 0.250 -0.743  -0.1972
C: -2.679 1.247 -0.927  -0.6016
S: -4.284 0.579 -0.330  0.6603
H: -1.715 -0.667 -0.164  0.0571
H: -0.863 0.599 0.061  0.0649
H: -1.049 -0.061 -1.668  0.0634
H: -2.488 2.053 -0.219  0.0498
H: -2.732 1.667 -1.919  0.0590
H: -4.459 -0.267 -1.352  -0.1558

---

no.,DFT total energy (eV)
1,-131791.4678
2,-19530.6142
3,-6609.5428
4,-17629.2444